The following is a DFT calculation (the ωB97M-V functional and the def2-TZVPD basis) of C19H25F6O5PS4Tb as an isolated structure.

Computed properties:
- expectation value of S² = 16.44
- Kohn-Sham gap (alpha / beta) (eV) = 7.44 / 5.33

Structure (ORCA input):
```
! wB97M-V def2-TZVPD RIJCOSX def2/J DEFGRID3
* xyz 0 8
Tb 0.716 0.741 -0.762
C 1.559 -3.375 0.765
C 1.385 -3.588 -0.730
S 0.062 -2.611 -1.516
C -1.417 -3.569 -1.021
C -2.039 -3.242 0.328
S -2.783 -1.586 0.332
C -3.471 -1.621 2.023
C -2.456 -1.925 3.120
S -1.011 -0.825 2.907
C 0.351 -1.915 3.455
C 1.743 -1.584 2.900
S 1.967 -1.628 1.087
H 2.386 -3.989 1.126
H 0.658 -3.640 1.315
H 1.195 -4.638 -0.951
H 2.289 -3.276 -1.255
H -1.120 -4.618 -1.044
H -2.138 -3.389 -1.819
H -1.291 -3.279 1.119
H -2.835 -3.958 0.543
H -4.295 -2.335 2.050
H -3.873 -0.615 2.146
H -2.126 -2.962 3.093
H -2.905 -1.726 4.094
H 0.070 -2.934 3.190
H 0.399 -1.841 4.542
H 2.449 -2.306 3.310
H 2.053 -0.580 3.184
O 1.712 5.075 3.878
C 1.455 4.284 3.022
C 1.095 4.622 1.565
O 0.953 5.726 1.121
C 0.934 3.310 0.868
C 1.110 2.241 1.818
O 0.936 1.040 1.491
C 1.430 2.761 3.156
O 1.675 2.133 4.156
O 0.731 3.104 -0.343
C -4.123 -0.018 -3.908
C -3.465 1.306 -3.500
C -4.472 2.173 -2.732
C -2.984 2.055 -4.751
C -2.304 1.043 -2.638
C -1.334 0.831 -1.930
H -4.962 0.175 -4.580
H -4.495 -0.549 -3.031
H -3.407 -0.660 -4.423
H -5.318 2.422 -3.377
H -4.004 3.099 -2.399
H -4.846 1.642 -1.856
H -3.828 2.272 -5.410
H -2.258 1.455 -5.300
H -2.509 2.996 -4.472
F 2.862 1.278 -0.411
P 3.372 0.875 -1.966
F 4.512 -0.002 -1.335
F 2.290 -0.462 -1.775
F 4.212 2.186 -2.053
F 1.994 1.665 -2.486
F 3.663 0.400 -3.430
*
```

---

The following is a DFT calculation (the ωB97M-V functional and the def2-TZVPD basis) of a 5-piece molecular cluster, C6H23NO4S overall.

Computed properties:
- Kohn-Sham gap (eV) = 9.31
- SMILES = CCCNCCCS.O.O.O.O

Structure (ORCA input):
```
! wB97M-V def2-TZVPD RIJCOSX def2/J DEFGRID3
* xyz 0 1
C 1.752 2.538 1.530
C 1.753 1.144 0.796
C 1.927 -0.062 1.718
N 0.743 -0.936 1.912
C 0.812 -2.109 1.032
C -0.547 -2.546 0.481
C -1.340 -1.411 -0.226
S -3.113 -1.418 0.011
H 2.223 2.403 2.501
H 0.732 2.872 1.674
H 2.272 3.217 0.859
H 0.719 1.084 0.442
H 2.371 1.179 -0.096
H 2.160 0.253 2.743
H 2.801 -0.655 1.444
H -0.066 -0.371 1.750
H 1.342 -1.847 0.114
H 1.245 -2.906 1.631
H -1.156 -3.111 1.191
H -0.499 -3.235 -0.369
H -1.016 -1.276 -1.243
H -1.094 -0.458 0.232
H -3.593 -2.648 -0.238
O 1.482 -0.484 -2.399
H 1.945 -1.327 -2.457
H 0.764 -0.644 -3.042
O -1.324 2.452 0.585
H -1.984 2.058 1.165
H -0.524 2.543 1.128
O -0.995 0.040 -3.625
H -0.583 0.905 -3.562
H -1.768 0.123 -3.066
O -2.354 1.558 -1.794
H -1.862 1.899 -1.047
H -3.225 1.172 -1.775
*
```

---

The following is a DFT calculation (the ωB97M-V functional and the def2-TZVPD basis) of a 4-piece molecular cluster, C28H51F5NO7 overall.

Computed properties:
- Kohn-Sham gap (eV) = 7.84

Structure (ORCA input):
```
! wB97M-V def2-TZVPD RIJCOSX def2/J DEFGRID3
* xyz 1 1
C 4.073 -0.175 3.447
O 3.663 1.161 3.639
C 4.440 2.090 2.931
C 4.315 1.973 1.406
C 3.678 3.209 0.744
C 3.164 2.859 -0.657
C 4.329 2.720 -1.657
C 4.131 1.504 -2.555
C 4.331 0.207 -1.868
N 5.392 -0.397 -2.234
C 5.876 -1.698 -1.783
C 4.823 -2.519 -1.057
C 3.570 -2.800 -1.879
C 2.388 -3.263 -1.023
F 2.693 -3.283 0.296
F 2.019 -4.519 -1.377
C 1.145 -2.359 -1.185
F 0.048 -2.950 -0.653
F 0.919 -2.097 -2.509
F 1.371 -1.171 -0.544
C 6.159 0.480 -3.164
C 7.281 -0.072 -4.019
C 5.043 1.306 -3.788
H 5.133 -0.217 3.194
H 3.873 -0.729 4.352
H 3.527 -0.613 2.610
H 5.484 1.969 3.228
H 4.145 3.090 3.226
H 5.301 1.818 0.968
H 3.698 1.120 1.134
H 2.869 3.571 1.365
H 4.426 3.985 0.606
H 2.489 3.640 -0.987
H 2.617 1.921 -0.598
H 4.379 3.613 -2.268
H 5.282 2.650 -1.139
H 3.077 1.507 -2.842
H 3.631 -0.193 -1.154
H 6.694 -1.496 -1.098
H 6.284 -2.239 -2.627
H 5.286 -3.473 -0.834
H 4.616 -2.059 -0.096
H 3.763 -3.611 -2.572
H 3.245 -1.963 -2.484
H 6.657 1.171 -2.476
H 7.743 -0.963 -3.613
H 8.054 0.683 -4.063
H 6.962 -0.276 -5.035
H 5.395 2.174 -4.318
H 4.487 0.627 -4.436
O 0.422 4.071 1.208
C -0.254 3.293 0.596
O -0.211 3.336 -0.758
C -0.847 2.356 -1.578
C -2.303 2.683 -1.831
C -1.200 2.338 1.276
H -0.719 1.357 -1.155
H -0.295 2.377 -2.518
H -2.879 2.682 -0.905
H -2.745 1.953 -2.510
H -2.394 3.674 -2.274
H -2.145 2.844 1.467
H -0.770 2.056 2.233
H -1.391 1.424 0.717
O -3.577 2.605 3.532
C -4.147 1.552 3.603
O -3.887 0.614 2.671
C -4.376 -0.731 2.771
C -5.777 -0.876 2.220
C -5.197 1.284 4.654
H -4.301 -1.088 3.798
H -3.679 -1.325 2.181
H -6.494 -0.283 2.787
H -6.099 -1.915 2.256
H -5.814 -0.534 1.185
H -6.154 1.658 4.293
H -4.923 1.833 5.551
H -5.304 0.237 4.923
O -8.598 -2.778 2.774
C -8.901 -3.100 1.661
O -7.917 -3.338 0.769
C -8.160 -3.896 -0.525
C -8.516 -2.834 -1.543
C -10.342 -3.171 1.215
H -8.912 -4.683 -0.469
H -7.223 -4.377 -0.801
H -9.445 -2.325 -1.286
H -8.632 -3.279 -2.531
H -7.730 -2.079 -1.590
H -10.658 -2.178 0.899
H -10.944 -3.475 2.067
H -10.526 -3.877 0.409
*
```

---

Number 1: E -121721.033 eV, maximum force 3.6 eV/A. Number 2: E -27109.168 eV, maximum force 2.3 eV/A. Number 3: E -59267.078 eV, maximum force 1.7 eV/A.